ORCA calculation (ωB97M-V/def2-TZVPD) on a molecular structure, C6H19F3O8Y at a distorted geometry.

```
37
Properties=species:S:1:pos:R:3:mulliken_charge:R:1
Y -0.247 -2.164 -0.134 1.89
F -1.500 3.479 -0.958 -0.29
F -2.494 1.749 -0.096 -0.24
F -2.865 2.336 -2.162 -0.32
O -0.719 -3.279 -2.066 -0.86
O 1.482 -3.608 -0.514 -0.90
O -0.896 -0.062 -1.345 -0.70
O 0.480 1.655 -1.166 -0.11
O 1.705 -0.827 -0.305 -0.44
O -2.613 -1.997 0.077 -0.46
O -0.110 -1.382 2.050 -0.79
O -1.056 -4.218 0.794 -0.46
C -1.900 2.212 -1.207 0.98
C 1.098 2.719 -1.848 -0.37
C -0.118 -0.147 2.686 0.25
C 1.086 0.170 3.556 -1.17
C -0.780 1.219 -1.706 -0.33
C 2.075 3.416 -0.868 -1.15
H -1.043 0.077 3.241 0.25
H -3.100 -1.168 0.152 0.27
H 2.588 -0.593 -0.015 0.24
H 1.145 -0.540 4.388 0.29
H 0.402 3.536 -2.074 0.30
H -0.965 -4.989 0.218 0.28
H 1.507 2.502 -2.840 0.39
H 2.114 -3.371 0.175 0.16
H 1.436 -0.115 -0.909 0.27
H 0.928 1.163 3.989 0.35
H 2.015 0.148 2.987 0.24
H 1.451 3.907 -0.127 0.28
H -0.725 1.319 -2.801 0.13
H -1.177 -4.565 1.684 0.24
H 2.865 4.050 -1.268 0.37
H 2.655 2.604 -0.415 0.21
H -1.450 -3.188 -2.675 0.11
H -0.057 0.570 1.846 -0.18
H -3.217 -2.617 -0.344 0.27
```

Calculated values
* energy above the lowest of the compared OMol25 structures with the same formula, charge and spin: 0.968 eV
* E_HOMO: -4.58 eV
* total charge: -1

ORCA calculation (ωB97M-V/def2-TZVPD) on a molecular structure, C6H19IN2Tc at a distorted geometry.

```
29
Properties=species:S:1:pos:R:3:mulliken_charge:R:1
I 0.300 -0.629 -2.711 0.11
Tc -0.817 -0.135 -0.417 0.28
N 0.996 1.605 -0.257 -0.38
N 0.806 -1.059 0.977 -0.39
C -1.277 -2.186 -0.628 -1.35
C -2.421 1.096 -1.131 -0.48
C 2.404 1.142 -0.338 -0.47
C 2.860 0.369 0.883 -0.57
C 1.754 -0.184 1.758 -0.73
C -2.826 -0.005 0.078 -1.04
H 0.874 2.155 0.599 0.26
H 3.038 2.025 -0.483 0.41
H -2.759 2.044 -0.681 0.41
H 1.358 -1.727 0.433 0.31
H 3.497 1.018 1.495 0.33
H 0.322 -1.657 1.649 0.36
H -0.474 -2.900 -0.874 0.46
H 2.488 0.543 -1.249 0.19
H -3.196 0.844 -1.867 0.37
H 2.190 -0.801 2.549 0.41
H -3.458 -0.814 -0.315 0.44
H -1.714 -2.624 0.293 0.52
H 1.166 0.609 2.229 0.34
H -2.320 -0.251 1.070 0.40
H -2.045 -2.418 -1.388 0.48
H 3.511 -0.443 0.547 0.35
H -1.551 1.392 -1.774 0.22
H -3.528 0.714 0.545 0.44
H 0.823 2.276 -0.992 0.34
```

Calculated values
* <S²>: 3.80
* multiplicity: 4
* energy above the lowest of the compared OMol25 structures with the same formula, charge and spin: 1.731 eV
* E_HOMO (alpha / beta): -16.81 / -16.81 eV
* total charge: +2

ORCA calculation (ωB97M-V/def2-TZVPD) on 2 unconnected molecules or ions with the total composition C6H19N2O at a distorted geometry.

```
28
Properties=species:S:1:pos:R:3:mulliken_charge:R:1
O 1.718 -2.148 0.830 -0.65
N -0.296 0.799 0.554 -0.30
N -0.668 -1.806 -0.483 0.02
C 2.088 1.104 0.179 -1.32
C -1.775 -2.638 0.061 -1.00
C -1.428 0.543 -0.319 -0.69
C 0.577 3.152 0.453 -1.43
C -1.188 -0.642 -1.264 -0.62
C 0.711 1.725 -0.113 0.38
H -1.605 1.372 -1.010 0.33
H -0.630 -0.342 -2.148 0.40
H -1.486 -3.619 0.440 0.37
H -0.340 3.629 0.103 0.36
H 1.435 3.708 0.084 0.41
H 0.469 3.113 1.538 0.37
H 0.609 1.741 -1.196 0.28
H -2.280 0.373 0.348 0.45
H -2.230 -2.118 0.904 0.38
H 2.115 0.654 1.170 0.40
H 2.334 -1.644 0.299 0.29
H 2.249 -2.528 1.557 0.31
H -0.097 -1.522 0.335 0.37
H -2.596 -2.860 -0.622 0.39
H -0.167 -2.473 -1.077 0.38
H 2.238 0.284 -0.526 0.16
H -0.520 1.253 1.427 0.25
H 2.936 1.791 0.128 0.42
H -2.172 -0.900 -1.652 0.31
```

Calculated values
* energy above the lowest of the compared OMol25 structures with the same formula, charge and spin: 0.830 eV
* E_HOMO: -12.85 eV
* total charge: +1

ORCA calculation (ωB97M-V/def2-TZVPD) on a molecular structure, C6H19N2O2PSi2 at a distorted geometry.

```
32
Properties=species:S:1:pos:R:3:mulliken_charge:R:1
P -1.686 0.644 4.372 0.12
Si 1.521 -0.869 2.114 0.34
Si 0.239 1.343 3.528 0.59
O -1.669 -0.665 -1.456 -0.55
O 1.520 0.140 3.556 -0.33
N 0.774 -0.390 -2.125 0.16
N -2.738 0.250 3.180 -0.65
C 1.607 -0.645 -0.890 -0.78
C 1.048 0.044 0.487 -0.45
C -0.656 -2.541 -2.899 -0.92
C -0.495 1.415 -3.614 -0.97
C -0.570 -1.079 -2.091 0.35
C 0.686 1.072 -2.493 -0.25
H -0.013 1.949 2.228 -0.09
H -1.518 -0.533 5.211 0.09
H 0.396 -3.104 -2.876 0.27
H -3.545 0.920 3.322 0.18
H 1.499 1.149 0.510 0.29
H -1.448 -3.199 -2.343 0.30
H -2.240 1.746 5.170 0.10
H 2.753 -0.401 -1.117 0.28
H -0.120 0.187 0.464 0.48
H 0.650 -2.033 2.233 -0.09
H 0.498 1.805 -1.601 0.23
H -0.230 2.447 -4.133 0.33
H 2.893 -1.403 1.921 -0.17
H 1.585 -1.826 -0.711 0.29
H 1.717 1.357 -3.007 0.29
H -0.993 -2.407 -4.015 0.24
H -0.675 0.537 -4.373 0.25
H 0.681 2.450 4.414 -0.19
H -1.472 1.639 -2.966 0.26
```

Calculated values
* E_HOMO: -8.19 eV

ORCA calculation (ωB97M-V/def2-TZVPD) on 4 unconnected molecules or ions with the total composition C6H19NO3 at a distorted geometry.

```
29
Properties=species:S:1:pos:R:3:mulliken_charge:R:1
O 1.539 -3.163 0.453 -0.59
O 2.996 -0.759 -0.222 -0.64
O -0.720 -2.344 2.466 -0.64
N -0.508 -0.786 -0.315 0.07
C -1.742 -0.116 0.122 -0.86
C 1.327 2.196 0.565 -1.03
C -0.547 -0.897 -1.799 -1.10
C -1.032 2.249 -0.404 -0.44
C -1.610 1.294 0.664 -0.61
C 0.480 2.379 -0.447 0.00
H 1.225 -3.046 -0.442 0.28
H -0.690 0.047 -2.325 0.35
H -1.251 -3.044 2.083 0.30
H 3.792 -0.416 0.191 0.30
H -2.648 1.602 0.810 0.31
H -1.339 -1.611 -2.027 0.43
H -0.963 1.353 1.534 0.29
H -1.362 3.289 -0.346 0.39
H -2.238 -0.742 0.870 0.41
H 2.343 2.556 0.522 0.38
H 0.916 1.947 1.537 0.21
H 0.378 -1.349 -2.165 0.34
H -0.331 -1.837 1.744 0.34
H 0.423 -0.428 -0.167 -0.14
H 0.875 2.610 -1.426 0.31
H 2.145 -2.547 0.860 0.32
H -2.442 -0.210 -0.708 0.43
H -1.327 1.855 -1.379 0.24
H 2.310 -0.082 -0.251 0.33
```

Calculated values
* energy above the lowest of the compared OMol25 structures with the same formula, charge and spin: 2.057 eV
* structure (SMILES): C=CCCCNC.O.O.O
* E_HOMO: -8.92 eV

ORCA calculation (ωB97M-V/def2-TZVPD) on 4 unconnected molecules or ions with the total composition C6H19NO4 at a distorted geometry.

```
30
Properties=species:S:1:pos:R:3:mulliken_charge:R:1
O 0.581 -2.646 0.451 -0.53
O -2.000 1.746 3.060 -0.68
O 2.082 1.955 1.209 -0.61
O 0.666 0.705 4.283 -0.63
N -1.572 0.365 0.390 -0.57
C 0.234 -0.161 -2.448 0.99
C -0.385 -0.001 -3.814 -1.37
C -0.579 -0.946 -1.455 -1.39
C -0.286 -1.634 0.984 -0.93
C 1.532 0.010 -2.245 -1.10
C -0.438 -0.460 -0.006 1.22
H -1.955 0.838 -0.386 0.16
H 0.088 -1.321 1.950 0.29
H 0.473 0.116 0.151 -0.49
H 0.400 0.251 -4.522 0.40
H -2.319 -0.107 0.880 0.28
H 1.474 -2.286 0.414 0.31
H 2.136 -0.440 -1.458 0.30
H 0.599 1.618 3.973 0.34
H 2.105 2.916 1.150 0.30
H 2.162 1.652 0.296 0.28
H 1.410 0.286 3.852 0.29
H -1.705 1.049 2.456 0.42
H -1.215 -2.173 1.095 0.46
H -0.394 -2.016 -1.594 0.48
H 2.229 0.465 -2.944 0.30
H -1.126 0.797 -3.842 0.30
H -1.635 1.443 3.898 0.31
H -1.644 -1.117 -1.664 0.52
H -0.916 -0.902 -4.115 0.33
```

Calculated values
* energy above the lowest of the compared OMol25 structures with the same formula, charge and spin: 2.554 eV
* structure (SMILES): C=C(C)C[C@@H](N)CO.O.O.O
* E_HOMO: -9.34 eV